# 1
Molecular formula: C3H5P3
Method: DFT, wB97M-V/def2-TZVPD

Each line ends with the Löwdin charge.
Geometry (Å):
C (-0.83, -1.30, -0.09)  -0.7543
C (-0.93, 1.36, -0.10)  -0.7903
C (1.61, -0.07, 0.08)  -0.3450
P (-2.53, -1.05, 0.25)  0.4973
P (-2.59, 1.13, 0.24)  0.5123
P (0.05, 0.05, -0.76)  0.7037
H (-0.23, -2.23, -0.17)  0.0113
H (-0.54, 2.43, -0.16)  0.0128
H (2.21, -0.90, -0.34)  0.0452
H (1.56, -0.17, 1.25)  0.0939
H (2.23, 0.75, -0.20)  0.0132

For the LUMO energy, the calculation gives -0.69 eV. For the relative energy (zero: lowest compared OMol25 entry of this formula, charge and spin), the calculation gives 5.39 kcal per mole. For the orbital gap, the calculation gives 7.910 eV.



# 2
Molecular formula: C39H32ClN7O2PSW
Method: DFT, wB97M-V/def2-TZVPD

Each line ends with the Löwdin charge.
Geometry (Å):
W (-0.43, -0.03, 0.43)  1.4128
Cl (-0.86, -0.42, -1.99)  0.8736
C (-0.73, 1.04, -3.00)  -0.5285
C (-1.16, 0.95, -4.30)  -0.0454
C (-1.07, 2.10, -5.07)  -0.0069
C (-0.58, 3.29, -4.53)  -0.0166
C (-0.14, 3.33, -3.21)  -0.0352
C (-0.21, 2.18, -2.44)  -0.3675
P (0.44, 2.04, -0.78)  1.0091
C (2.10, 1.37, -0.97)  -0.3490
C (2.33, 0.11, -0.42)  -0.1509
C (3.54, -0.55, -0.53)  -0.0294
C (4.56, 0.09, -1.22)  -0.0146
C (4.35, 1.34, -1.80)  -0.0149
C (3.12, 1.98, -1.69)  -0.0521
C (0.44, 3.67, -0.07)  -0.3849
C (1.62, 4.35, 0.24)  -0.0704
C (1.54, 5.65, 0.72)  -0.0347
C (0.30, 6.25, 0.91)  -0.0255
C (-0.87, 5.56, 0.62)  -0.0399
C (-0.81, 4.27, 0.13)  -0.0963
H (-1.55, 0.02, -4.71)  0.1336
H (-1.41, 2.08, -6.10)  0.1341
H (-0.52, 4.18, -5.15)  0.1308
H (0.24, 4.25, -2.79)  0.1250
H (1.55, -0.40, 0.15)  0.0144
H (3.68, -1.53, -0.10)  0.1255
H (5.52, -0.39, -1.31)  0.1302
H (5.16, 1.82, -2.34)  0.1306
H (2.97, 2.93, -2.18)  0.1261
H (2.58, 3.88, 0.10)  0.1082
H (2.45, 6.19, 0.95)  0.1261
H (0.26, 7.27, 1.28)  0.1275
H (-1.83, 6.05, 0.76)  0.1253
H (-1.72, 3.75, -0.13)  0.1159
C (-5.89, -1.02, -0.92)  -0.0038
C (-5.92, 0.24, -0.31)  -0.0271
C (-4.77, 0.76, 0.26)  0.0000
C (-3.59, 0.00, 0.21)  -0.2379
C (-3.57, -1.24, -0.40)  -0.0503
C (-4.72, -1.76, -0.96)  -0.0183
N (-2.40, 0.50, 0.83)  -0.0878
N (-2.63, 1.38, 1.71)  0.1398
C (-1.52, 1.93, 2.32)  -0.3212
C (-1.66, 2.89, 3.30)  0.0601
C (-0.51, 3.41, 3.89)  0.0261
C (0.73, 2.95, 3.48)  0.0098
C (0.80, 1.99, 2.48)  -0.1134
N (-0.31, 1.50, 1.91)  -0.1193
H (-6.80, -1.42, -1.36)  0.1299
H (-6.83, 0.81, -0.28)  0.1271
H (-4.79, 1.73, 0.72)  0.1158
H (-2.68, -1.85, -0.41)  0.0352
H (-4.69, -2.74, -1.42)  0.1327
H (-2.66, 3.20, 3.57)  0.1459
H (-0.59, 4.17, 4.66)  0.1412
H (1.64, 3.32, 3.92)  0.1388
H (1.75, 1.61, 2.12)  0.1348
N (3.64, -7.40, -0.83)  0.1593
C (2.65, -6.48, -0.70)  -0.2839
C (1.48, -6.80, 0.01)  0.0012
C (0.46, -5.89, 0.12)  -0.0445
C (0.60, -4.64, -0.49)  -0.3576
C (1.76, -4.29, -1.18)  -0.0630
C (2.79, -5.20, -1.27)  -0.0096
S (-0.74, -3.58, -0.50)  0.6419
O (-1.03, -3.10, -1.82)  -0.3572
O (-1.81, -4.06, 0.33)  -0.2532
N (-0.19, -2.13, 0.33)  -0.2287
C (0.07, -2.30, 1.68)  -0.4769
N (0.01, -1.09, 2.27)  -0.0249
C (0.15, -1.01, 3.61)  -0.0588
C (0.38, -2.14, 4.33)  0.0117
C (0.48, -3.34, 3.61)  -0.0096
N (0.33, -3.43, 2.30)  0.1932
H (3.53, -8.33, -0.47)  0.1195
H (4.46, -7.21, -1.38)  0.1164
H (1.39, -7.77, 0.47)  0.1277
H (-0.44, -6.13, 0.66)  0.1256
H (1.85, -3.32, -1.66)  0.1123
H (3.69, -4.95, -1.81)  0.1200
H (0.08, -0.03, 4.07)  0.1223
H (0.48, -2.11, 5.41)  0.1303
H (0.70, -4.28, 4.13)  0.1423

For the LUMO energy (alpha / beta), the calculation gives -9.82 / -10.78 eV. For the relative energy (zero: lowest compared OMol25 entry of this formula, charge and spin), the calculation gives 34.63 kcal per mole. For the orbital gap (alpha / beta), the calculation gives 4.594 / 3.635 eV. The spin multiplicity is 3. As for the total charge: +3. As for the expectation value of S²: 2.040.



# 3
Molecular formula: CHClNO2PS
Method: DFT, wB97M-V/def2-TZVPD

Each line ends with the Löwdin charge.
Geometry (Å):
C (-0.45, -0.95, -0.93)  -0.9753
N (-0.37, 0.26, -0.57)  -0.0502
O (0.22, -1.43, -1.98)  -0.2933
O (2.43, -1.04, -3.32)  -0.3981
P (1.19, -0.36, -3.02)  0.4687
S (1.42, 1.29, -1.74)  0.4037
Cl (-1.38, -2.15, -0.13)  0.7561
H (-1.04, 0.86, -0.10)  0.0884

For the LUMO energy (alpha / beta), the calculation gives -1.84 / -2.42 eV. For the relative energy (zero: lowest compared OMol25 entry of this formula, charge and spin), the calculation gives 59.04 kcal per mole. For the orbital gap (alpha / beta), the calculation gives 7.337 / 6.575 eV.



# 4
Molecular formula: C31H55BrCdNO3P3
Method: DFT, wB97M-V/def2-TZVPD

Each line ends with the Löwdin charge.
Geometry (Å):
N (-3.66, -8.68, -1.81)  0.0841
C (-3.05, -8.56, -0.63)  -0.1075
C (-2.78, -7.33, -0.02)  -0.0082
C (-3.14, -6.13, -0.70)  -0.2425
C (-3.85, -6.28, -1.92)  -0.0113
C (-4.07, -7.57, -2.43)  -0.1109
C (-2.80, -4.81, -0.14)  -0.2588
Cd (-4.15, -3.39, 1.10)  1.4366
P (-2.34, 4.27, 1.78)  0.9472
C (-3.11, -3.57, -0.84)  -0.2751
C (-2.18, -2.41, -0.80)  -0.3104
C (-2.64, -1.13, -1.07)  -0.0753
C (-1.94, 0.01, -0.69)  -0.1267
C (-0.60, -0.11, -0.19)  -0.6841
C (-0.10, -1.42, -0.05)  -0.1014
C (-0.84, -2.53, -0.39)  -0.0222
Br (0.35, 1.34, 0.58)  0.9641
H (-1.92, -4.82, 0.50)  0.0860
H (-3.69, -3.63, -1.78)  0.1041
H (-2.23, -7.34, 0.92)  0.1168
H (-4.13, -5.41, -2.51)  0.0983
H (-2.73, -9.51, -0.18)  0.1258
H (-4.55, -7.67, -3.41)  0.1240
H (-3.66, -1.03, -1.46)  0.1266
H (-0.46, -3.53, -0.25)  0.1226
H (-2.41, 0.98, -0.80)  0.0990
H (0.92, -1.56, 0.31)  0.0868
P (0.29, 0.91, -2.35)  1.0318
C (-2.29, 2.85, 2.89)  -0.4627
C (-3.08, 3.22, 4.16)  -0.1833
H (-1.24, 2.63, 3.11)  0.0581
H (-2.74, 2.00, 2.39)  0.0577
H (-2.87, 2.51, 4.97)  0.0657
H (-2.82, 4.22, 4.51)  0.0626
H (-4.16, 3.20, 3.97)  0.0694
C (-3.15, 3.84, 0.21)  -0.4578
C (-3.68, 5.12, -0.46)  -0.1675
H (-3.97, 3.15, 0.46)  0.0749
H (-2.41, 3.32, -0.43)  0.0282
H (-4.46, 4.87, -1.19)  0.0679
H (-4.10, 5.81, 0.28)  0.0641
H (-2.89, 5.66, -1.00)  0.0677
C (-0.61, 4.60, 1.21)  -0.4610
C (0.16, 5.63, 2.00)  -0.1588
H (-0.69, 4.90, 0.15)  0.0739
H (-0.10, 3.63, 1.23)  -0.0549
H (1.15, 5.78, 1.55)  0.0698
H (-0.35, 6.60, 2.00)  0.0716
H (0.33, 5.34, 3.04)  0.0691
C (1.88, 1.81, -2.48)  -0.3630
C (2.42, 1.72, -3.90)  -0.1172
H (2.57, 1.40, -1.73)  0.0543
H (1.67, 2.85, -2.20)  0.1009
H (2.96, 0.78, -4.08)  0.0739
H (1.63, 1.82, -4.65)  0.0735
H (3.13, 2.54, -4.07)  0.0956
C (-0.90, 2.06, -3.13)  -0.3319
C (-2.03, 1.36, -3.87)  -0.1227
H (-0.31, 2.70, -3.81)  0.0996
H (-1.28, 2.71, -2.32)  0.0741
H (-1.67, 0.93, -4.81)  0.0839
H (-2.49, 0.56, -3.27)  0.0518
H (-2.81, 2.08, -4.11)  0.0914
C (0.44, -0.59, -3.34)  -0.3419
C (1.65, -1.42, -2.91)  -0.1194
H (0.49, -0.29, -4.39)  0.0991
H (-0.48, -1.17, -3.20)  0.0860
H (1.38, -2.48, -2.83)  0.0837
H (2.46, -1.36, -3.65)  0.0808
H (2.06, -1.13, -1.94)  0.0553
C (5.03, 1.60, -0.11)  -0.0746
C (4.90, 0.12, -0.32)  -0.2822
O (3.66, -0.35, 0.27)  -0.3908
P (3.56, -1.43, 1.54)  0.8677
O (4.67, -0.87, 2.57)  -0.3375
C (4.65, 0.46, 3.21)  -0.2675
C (6.08, 0.74, 3.55)  -0.0730
O (2.14, -0.85, 2.18)  -0.4252
C (1.58, -1.13, 3.48)  -0.2817
C (1.06, -2.54, 3.60)  -0.0808
H (4.07, 2.11, -0.17)  0.0716
H (5.69, 2.00, -0.89)  0.0896
H (5.50, 1.83, 0.85)  0.0641
H (4.84, -0.12, -1.38)  0.1081
H (5.76, -0.42, 0.11)  0.1189
H (4.23, 1.20, 2.52)  0.1041
H (4.02, 0.40, 4.11)  0.1083
H (6.69, 0.83, 2.65)  0.0758
H (6.15, 1.68, 4.11)  0.0884
H (6.49, -0.07, 4.17)  0.0907
H (2.32, -0.92, 4.26)  0.1082
H (0.77, -0.40, 3.60)  0.1117
H (1.87, -3.27, 3.53)  0.0821
H (0.59, -2.66, 4.58)  0.0850
H (0.31, -2.76, 2.83)  0.0569

For the LUMO energy (alpha / beta), the calculation gives -8.85 / -9.00 eV. For the relative energy (zero: lowest compared OMol25 entry of this formula, charge and spin), the calculation gives 91.82 kcal per mole. For the orbital gap (alpha / beta), the calculation gives 2.767 / 2.613 eV. As for the total charge: +2.